(1)
16
Properties=species:S:1:pos:R:3:forces:R:3:nbo_charge:R:1 method="wB97M-V/def2-TZVPD" homo_lumo_gap_ev=12.0 e_above_lowest_kcal_mol=38.90 energy_ha=-159.5230 smiles=CC.CC homo_energy_ev=-10.87
C 1.94352 0.49778 2.15996 -0.64 4.11 -0.70 -0.60
C 1.06696 0.30129 0.96950 -2.77 -0.04 0.00 -0.62
H 2.40957 1.57136 2.13498 -0.32 -2.20 -0.01 0.20
H 1.41647 0.48292 3.06530 -0.79 -0.32 1.38 0.20
H 2.58588 -0.28668 2.10039 2.68 -1.69 0.46 0.21
H 1.30705 0.95909 0.17176 0.45 0.14 -1.04 0.21
H -0.03719 0.41135 1.07270 0.68 0.84 0.73 0.21
H 0.98412 -0.72709 0.68265 0.94 -0.73 -0.65 0.20
C -1.70952 -0.45087 -0.88841 2.21 1.45 4.94 -0.59
C -1.16456 -0.41764 -2.22846 -0.68 -0.10 -3.23 -0.64
H -0.92951 -1.02117 -0.20550 -1.58 1.46 -0.96 0.19
H -1.89451 0.66225 -0.41762 0.67 -2.71 -1.14 0.20
H -2.59751 -0.95561 -0.68064 -1.65 -1.00 -0.30 0.20
H -1.99110 -0.22546 -2.91753 -0.38 -0.63 -0.32 0.20
H -0.64987 -1.37128 -2.62834 -0.37 1.90 0.85 0.22
H -0.73979 0.56975 -2.39075 1.56 -0.48 -0.01 0.22

(2)
16
Properties=species:S:1:pos:R:3:forces:R:3:nbo_charge:R:1 method="wB97M-V/def2-TZVPD" homo_lumo_gap_ev=11.8 e_above_lowest_kcal_mol=36.97 energy_ha=-159.5261 smiles=CC.CC homo_energy_ev=-10.77
C -2.03243 -0.41605 -0.81014 0.61 3.00 0.56 -0.62
C -1.13352 -1.60364 -0.68439 -0.01 -0.63 -0.95 -0.62
H -1.39016 0.34584 -1.34868 -1.57 -0.30 0.18 0.20
H -3.06539 -0.54182 -1.17597 0.84 -0.52 -0.92 0.22
H -2.34560 0.06362 0.15645 1.04 -0.42 -0.30 0.20
H -0.09722 -1.51378 -0.38094 -0.23 0.92 0.82 0.21
H -0.90653 -2.01089 -1.68355 -1.00 -0.57 0.26 0.20
H -1.66052 -2.21000 0.00836 0.06 -1.71 0.24 0.21
C 1.27828 0.41194 0.43109 -5.43 -0.57 -1.48 -0.63
C 1.97735 1.53573 1.04782 2.65 1.94 0.46 -0.63
H 1.52622 -0.25430 -0.46029 0.63 1.91 0.69 0.22
H 0.98255 -0.37987 1.11421 0.25 0.14 0.72 0.21
H 0.19041 0.91840 0.21759 2.19 -1.68 -0.08 0.19
H 2.05568 2.47964 0.46489 -0.77 -0.61 -0.12 0.21
H 3.04719 1.29837 1.04987 0.11 0.00 1.06 0.20
H 1.57368 1.87681 2.05369 0.61 -0.91 -1.13 0.22

(3)
16
Properties=species:S:1:pos:R:3:forces:R:3:nbo_charge:R:1 method="wB97M-V/def2-TZVPD" homo_lumo_gap_ev=12.8 e_above_lowest_kcal_mol=3.21 energy_ha=-159.5799 smiles=CC.CC homo_energy_ev=-11.64
C -0.12507 1.57261 -0.70377 -0.85 -0.38 -0.52 -0.61
C 0.97031 2.60386 -0.61372 0.75 0.28 -0.25 -0.61
H -0.87494 1.83800 -1.45560 -0.09 0.35 0.23 0.20
H 0.18317 0.59179 -1.06252 0.50 -0.05 0.20 0.21
H -0.65747 1.41617 0.23329 0.10 0.04 0.10 0.20
H 1.90760 2.19177 -0.25319 0.07 -0.26 0.30 0.20
H 0.73371 3.43481 0.05623 -0.17 -0.04 -0.23 0.21
H 1.24190 3.00214 -1.59970 -0.30 0.08 0.17 0.20
C 0.25445 -2.16120 1.00303 0.77 -0.20 -0.92 -0.61
C -1.11208 -1.96704 0.36384 -0.43 -0.30 0.41 -0.61
H 0.42536 -3.21912 1.22399 -0.04 0.15 0.18 0.20
H 1.05867 -1.88328 0.30019 -0.28 -0.05 0.11 0.20
H 0.45277 -1.56388 1.88404 -0.34 0.03 0.33 0.21
H -1.38056 -0.91421 0.24344 0.05 -0.19 -0.09 0.21
H -1.88356 -2.45317 0.97082 0.01 0.29 0.14 0.20
H -1.19425 -2.48925 -0.59038 0.25 0.25 -0.16 0.20

(4)
16
Properties=species:S:1:pos:R:3:forces:R:3:nbo_charge:R:1 method="wB97M-V/def2-TZVPD" homo_lumo_gap_ev=12.7 e_above_lowest_kcal_mol=5.82 energy_ha=-159.5757 smiles=CC.CC homo_energy_ev=-11.60
C -0.18068 1.91603 1.53388 0.09 -0.30 0.05 -0.61
C -0.08106 0.92709 2.70991 0.43 0.18 -0.22 -0.61
H 0.49926 2.76750 1.57052 -0.26 0.19 0.60 0.21
H 0.10618 1.47114 0.57860 -0.38 -0.32 0.05 0.20
H -1.22025 2.23331 1.51742 0.08 0.37 -0.55 0.21
H -0.84179 1.12432 3.46141 -0.04 0.09 0.04 0.20
H -0.23708 -0.09014 2.35433 0.05 -0.07 0.09 0.20
H 0.88456 0.98253 3.21317 0.03 -0.15 -0.06 0.20
C 0.64012 -0.89926 -2.28929 0.21 0.79 -0.76 -0.61
C -0.41448 -1.94236 -1.97978 0.64 -0.55 0.98 -0.61
H 0.21782 0.06194 -2.60051 -0.22 -0.03 0.35 0.20
H 1.28761 -0.70831 -1.43517 -0.04 -0.05 0.10 0.20
H 1.30398 -1.12374 -3.12996 -0.12 -0.49 0.09 0.20
H -0.80436 -1.76265 -0.97369 -0.39 0.25 -0.22 0.20
H 0.07073 -2.91505 -1.84449 -0.10 -0.05 -0.38 0.20
H -1.23057 -2.04236 -2.68637 0.02 0.14 -0.15 0.21

(5)
16
Properties=species:S:1:pos:R:3:forces:R:3:nbo_charge:R:1 method="wB97M-V/def2-TZVPD" homo_lumo_gap_ev=12.1 e_above_lowest_kcal_mol=41.40 energy_ha=-159.5190 smiles=CC.CC homo_energy_ev=-11.10
C 1.64627 0.25980 -2.23851 -1.18 0.39 1.17 -0.61
C 1.91293 0.38985 -0.65213 -1.95 0.75 -2.58 -0.61
H 1.84633 1.28029 -2.67085 -0.07 -1.29 0.08 0.20
H 2.41556 -0.45967 -2.41497 0.19 -0.50 -1.62 0.20
H 0.56197 -0.09248 -2.56399 2.38 0.61 0.88 0.20
H 2.97850 0.62350 -0.59237 -0.34 0.16 0.53 0.20
H 1.21503 1.24799 -0.48255 0.91 -0.78 1.32 0.21
H 1.65501 -0.57149 -0.18519 0.04 0.67 0.23 0.21
C -1.49714 -0.45685 2.16254 5.79 -0.89 -3.90 -0.60
C -2.18782 -0.19742 0.81463 -4.16 1.53 3.64 -0.60
H -0.73920 0.32167 2.39096 -0.41 -0.04 -0.33 0.20
H -1.93327 -0.59691 3.06903 -2.20 -0.81 2.06 0.21
H -0.70533 -1.37916 1.89644 -2.24 1.91 1.20 0.18
H -2.49532 0.91207 0.65273 -0.10 -1.88 0.66 0.20
H -3.06312 -0.92538 0.79746 0.74 1.29 -0.49 0.20
H -1.61040 -0.35582 0.01676 2.59 -1.10 -2.85 0.20

(6)
16
Properties=species:S:1:pos:R:3:forces:R:3:nbo_charge:R:1 method="wB97M-V/def2-TZVPD" homo_lumo_gap_ev=12.2 e_above_lowest_kcal_mol=33.77 energy_ha=-159.5311 smiles=CC.CC homo_energy_ev=-11.12
C -2.27486 -0.92248 0.42227 -2.43 1.24 1.96 -0.63
C -0.96326 -1.14721 1.12830 -0.02 0.18 1.30 -0.62
H -2.16719 0.03156 -0.17129 -0.50 -1.66 -0.37 0.22
H -2.76764 -1.88398 0.02071 0.93 1.92 -0.04 0.22
H -3.00952 -0.54573 1.24842 0.86 -0.75 -1.45 0.20
H -0.22173 -0.43751 0.80284 0.25 0.32 0.36 0.21
H -0.99141 -1.26752 2.23959 -0.26 0.82 -0.72 0.20
H -0.60063 -2.08173 0.88345 1.10 -2.08 -0.96 0.20
C 1.41597 1.85261 -0.86506 -0.60 -1.92 -0.36 -0.63
C 1.84656 0.22158 -0.70937 -2.12 2.79 -5.18 -0.60
H 0.62226 2.08007 -0.12435 0.96 -0.04 0.21 0.20
H 2.32343 2.47851 -0.77619 -0.73 -0.22 0.13 0.21
H 0.82377 2.14730 -1.80107 1.40 -0.93 0.74 0.21
H 2.74263 -0.03784 -1.26017 0.22 0.42 -0.44 0.20
H 2.04411 -0.06470 0.21730 0.49 -0.78 4.39 0.19
H 1.05553 -0.44543 -1.13608 0.46 0.70 0.44 0.20

(7)
16
Properties=species:S:1:pos:R:3:forces:R:3:nbo_charge:R:1 method="wB97M-V/def2-TZVPD" homo_lumo_gap_ev=12.1 e_above_lowest_kcal_mol=39.64 energy_ha=-159.5218 smiles=CC.CC homo_energy_ev=-10.95
C -0.11019 -2.76985 0.98787 5.57 -0.83 0.86 -0.62
C 0.27114 -1.59479 0.03414 3.22 -3.21 1.40 -0.60
H 0.66553 -2.49956 1.86314 -2.62 -0.93 -0.80 0.20
H -1.16738 -2.88555 1.18187 0.12 -0.05 0.47 0.21
H 0.46446 -3.80105 0.66058 -2.10 2.36 0.36 0.20
H -0.47482 -1.57298 -0.61237 -3.03 0.69 -3.60 0.19
H 1.25283 -1.87021 -0.47427 -1.29 0.63 0.52 0.20
H 0.36426 -0.68100 0.53253 0.15 1.27 0.77 0.20
C 0.15164 2.07687 0.25335 -3.11 2.44 -1.21 -0.62
C -0.38540 2.26186 -1.28387 -0.09 0.79 2.58 -0.61
H 0.07929 3.05392 0.80550 -0.53 -0.69 -0.53 0.20
H -0.43299 1.36114 0.82692 0.52 -0.23 -0.09 0.21
H 1.18192 2.00678 0.22643 2.07 -1.30 0.03 0.21
H 0.48518 2.20731 -1.86548 0.96 -0.21 -1.23 0.20
H -0.83580 3.24256 -1.45223 0.23 0.13 0.28 0.20
H -1.14557 1.59407 -1.64155 -0.07 -0.86 0.19 0.21

(8)
16
Properties=species:S:1:pos:R:3:forces:R:3:nbo_charge:R:1 method="wB97M-V/def2-TZVPD" homo_lumo_gap_ev=12.4 e_above_lowest_kcal_mol=29.19 energy_ha=-159.5384 smiles=CC.CC homo_energy_ev=-11.29
C -1.07038 0.43995 1.55850 0.30 -0.28 1.53 -0.62
C -1.57756 -1.02137 1.54393 5.63 1.35 2.36 -0.58
H 0.01182 0.45275 1.33845 -0.86 0.37 -0.46 0.21
H -1.71338 1.16600 1.05154 0.46 -0.31 -0.58 0.21
H -1.08138 0.82014 2.58055 -0.07 -0.11 0.30 0.20
H -0.67694 -1.70447 1.76452 -1.27 0.90 -0.27 0.19
H -2.25521 -1.22026 2.26558 -2.49 -0.54 2.08 0.20
H -1.86465 -1.23437 0.63391 -1.88 -1.44 -4.62 0.19
C 1.42396 0.85103 -1.01667 0.55 -2.25 0.86 -0.62
C 1.11786 -0.21968 -2.12138 -0.83 0.12 0.29 -0.62
H 1.54072 1.82143 -1.51913 -0.04 -0.22 0.67 0.21
H 0.57196 0.76450 -0.33341 0.30 0.92 -0.31 0.21
H 2.34055 0.55833 -0.31792 -1.59 0.75 -1.86 0.20
H 1.30777 -1.28314 -1.91738 -0.64 0.29 0.83 0.21
H 1.81516 -0.10787 -2.88162 1.35 0.64 -1.79 0.20
H 0.10970 -0.08298 -2.62947 1.08 -0.18 0.97 0.20